The following is a DFT calculation (ωB97M-V/def2-TZVPD) of 3 unconnected molecules or ions with the total composition C3H13N4 in a non-equilibrium geometry.

Values from the calculation:
- gap between HOMO and LUMO (spin up / spin down) (eV) = 10.13 / 4.85
- lowest unoccupied orbital energy (spin up / spin down) (eV) = -3.243 / -6.255
- total charge = +1
- E_HOMO (spin up / spin down) (eV) = -13.374 / -11.106

Element x y z (Å)
C  -1.98  0.52  2.64
C  -1.91  0.54  1.20
C  1.05  0.74  -0.79
N  1.21  -0.51  -1.11
N  1.68  1.80  -2.91
N  1.32  1.77  -1.54
N  0.47  -2.65  0.45
H  -2.95  0.90  2.98
H  -1.80  -0.46  3.07
H  -1.27  1.24  3.07
H  -2.14  1.44  0.66
H  -1.62  -0.33  0.63
H  1.74  -0.83  -1.92
H  0.91  -1.26  -0.45
H  1.63  0.88  -3.33
H  1.12  2.46  -3.43
H  1.32  2.70  -1.13
H  -0.47  -2.99  0.25
H  1.12  -3.38  0.17
H  0.56  -2.56  1.46

natural (NBO) atomic charge list, values in e, 2 entries: -0.720, -0.185

***

The following is a DFT calculation (ωB97M-V/def2-TZVPD) of a molecular structure, C4H11NO3 in a non-equilibrium geometry.

Values from the calculation:
- gap between HOMO and LUMO (spin up / spin down) (eV) = 7.59 / 5.29
- lowest unoccupied orbital energy (spin up / spin down) (eV) = 3.437 / 1.138
- 2S+1 = 2
- <S²> = 0.756
- total charge = -1
- E_HOMO (spin up / spin down) (eV) = -4.155 / -4.150

Element x y z (Å)
C  0.83  -0.21  -0.98
O  1.36  0.92  -1.50
C  -0.40  0.17  -0.09
C  -1.04  -1.00  0.55
C  -2.42  -0.67  1.28
O  -3.00  -1.72  1.81
N  0.08  1.18  0.88
H  1.53  -0.80  -0.37
H  0.35  -0.93  -1.68
H  -1.09  0.60  -0.84
H  -0.39  -1.47  1.29
H  -1.27  -1.77  -0.20
H  -2.02  0.07  2.01
H  -2.98  -0.04  0.56
H  0.64  1.77  0.27
H  -0.71  1.74  1.18
H  4.20  1.66  -1.41
H  2.50  0.83  -1.56
O  3.75  0.84  -1.58

natural (NBO) atomic charge list, values in e, 2 entries: -0.013, -0.827

***

The following is a DFT calculation (ωB97M-V/def2-TZVPD) of C4H8N2O in the gas phase in a non-equilibrium geometry.

Values from the calculation:
- gap between HOMO and LUMO (eV) = 10.14
- lowest unoccupied orbital energy (eV) = 0.518
- E_HOMO (eV) = -9.618

Element x y z (Å)
C  1.99  1.48  -1.03
N  1.36  0.20  -1.24
C  -0.58  -0.25  0.12
C  -1.13  -1.44  1.22
C  -2.41  -1.41  1.56
O  0.72  -0.30  0.23
N  -1.37  0.53  -0.48
H  2.08  -0.52  -1.29
H  -0.84  1.16  -1.08
H  -0.39  -2.13  1.58
H  2.85  1.59  -1.70
H  2.36  1.62  -0.01
H  1.29  2.29  -1.27
H  -3.11  -0.72  1.09
H  -2.81  -2.10  2.30

natural (NBO) atomic charge list, values in e, 2 entries: -0.458, -0.301

***

ΔE to the lowest compared entry with this formula, charge and spin (computed, kJ/mol): 594.16 92.65 459.76